[1]
Molecular formula: C6H11O6
Method: DFT, ωB97M-V/def2-TZVPD

Each line ends with the Mulliken charge.
Element x y z (Å)
1 C 0.803 0.064 -1.144  -0.093
2 C 0.022 1.339 -0.590  -0.349
3 C 0.135 -1.205 -0.747  -0.278
4 C -0.278 1.217 0.933  -0.230
5 C -1.187 -1.050 0.142  0.010
6 C 0.525 0.272 1.749  0.102
7 O 0.883 0.008 -2.538  -0.559
8 O 0.656 2.579 -0.718  -0.523
9 O 1.002 -2.013 -0.040  -0.504
10 O -2.234 -0.606 -0.573  -0.480
11 O 0.654 0.642 3.035  -0.467
12 O -0.916 -0.012 1.295  -0.225
13 H 1.745 -0.046 -0.586  0.411
14 H -0.947 1.215 -1.054  0.448
15 H -0.446 -1.533 -1.632  0.410
16 H -0.701 2.101 1.473  0.467
17 H -1.336 -1.927 0.740  0.453
18 H 1.206 -0.439 1.381  0.354
19 H 0.123 0.550 -2.896  0.439
20 H 1.121 2.495 -1.566  0.441
21 H 1.052 -2.956 -0.119  0.358
22 H -3.123 -0.719 -0.102  0.397
23 H 1.240 0.027 3.555  0.416

Forces on atoms 1 to 3 (eV/Å):
C -0.268 1.032 1.461
C 0.121 -1.352 1.303
C -4.383 -0.838 1.076

## Properties
Orbital gap (eV): 11.5
E_tot (a.u.): -686.29100
2S+1: 1
Charge: +1
Relative energy (zero: lowest compared OMol25 entry of this formula, charge and spin) (kcal per mole): 45.46
LUMO level (Ha): -0.1055

***

[2]
Molecular formula: C6H11O7Zn
Method: DFT, ωB97M-V/def2-TZVPD

Each line ends with the Mulliken charge.
Element x y z (Å)
1 Zn 0.449 -0.185 0.379  1.003
2 C -3.601 -0.682 0.686  -0.852
3 C -2.378 -1.327 1.311  0.496
4 O -1.294 -0.670 1.198  -0.568
5 O -2.512 -2.403 1.912  -0.718
6 H -3.891 0.204 1.255  0.227
7 H -4.431 -1.382 0.635  0.289
8 H -3.365 -0.332 -0.322  0.244
9 C 1.849 3.557 0.542  -1.071
10 C 1.299 2.154 0.589  1.087
11 O 0.080 1.964 0.795  -0.650
12 O 2.094 1.180 0.393  -0.798
13 H 2.003 3.834 -0.501  0.249
14 H 2.793 3.616 1.081  0.291
15 H 1.148 4.259 0.990  0.290
16 C 0.847 -1.735 -3.244  -1.077
17 C 0.763 -1.145 -1.863  1.015
18 O 1.386 -1.681 -0.906  -0.739
19 O 0.014 -0.143 -1.669  -0.730
20 H 1.750 -2.336 -3.341  0.298
21 H 0.834 -0.952 -3.998  0.285
22 H -0.015 -2.388 -3.380  0.265
23 O 1.277 -1.043 2.144  -0.406
24 H 2.101 -0.763 2.549  0.265
25 H 0.801 -1.601 2.765  0.306

Forces on atoms 1 to 3 (eV/Å):
Zn -0.487 0.214 -0.007
C -0.145 0.197 -0.457
C 0.102 -0.591 0.365

## Properties
Orbital gap (eV): 8.2
E_tot (a.u.): -2541.45661
2S+1: 1
Charge: -1
Relative energy (zero: lowest compared OMol25 entry of this formula, charge and spin) (kcal per mole): 0.00
LUMO level (Ha): 0.1061

***

[3]
Molecular formula: C6H11OP
Method: DFT, ωB97M-V/def2-TZVPD

Each line ends with the Mulliken charge.
Element x y z (Å)
1 C 0.846 1.225 0.756  -0.377
2 C -0.190 0.850 0.026  0.752
3 C 1.526 -1.644 0.670  -0.817
4 C -0.186 -0.442 -0.614  -0.356
5 C -1.476 1.673 -0.120  -1.569
6 C -1.303 -1.367 -0.527  -1.203
7 O 2.581 0.201 -1.015  -0.691
8 P 2.107 -0.043 0.317  0.433
9 H 0.777 2.158 1.352  0.413
10 H 0.978 -1.697 1.610  0.364
11 H 1.460 -2.220 -0.207  0.440
12 H 0.324 -0.411 -1.665  0.364
13 H -2.111 1.362 -0.881  0.410
14 H -1.271 2.684 -0.473  0.393
15 H -2.078 1.948 0.757  0.329
16 H -1.605 -1.552 0.540  0.265
17 H -1.206 -2.274 -0.962  0.440
18 H -2.099 -0.793 -0.986  0.352
19 H 2.925 0.343 1.423  0.057

Forces on atoms 1 to 3 (eV/Å):
C -0.558 -0.309 0.112
C -2.213 1.426 1.108
C -2.209 3.226 -0.743

## Properties
Orbital gap (spin up / spin down) (eV): 8.1 / 7.9
E_tot (a.u.): -651.65414
2S+1: 1
Relative energy (zero: lowest compared OMol25 entry of this formula, charge and spin) (kcal per mole): 104.41
LUMO level (spin up / spin down) (Ha): -0.0166 / -0.0194

***

[4]
Molecular formula: C6H11OPS2
Method: DFT, ωB97M-V/def2-TZVPD

Each line ends with the Mulliken charge.
Element x y z (Å)
1 C -0.291 0.335 -0.578  0.679
2 C 0.816 -0.269 -0.414  0.082
3 C -1.554 0.040 0.245  -0.809
4 C 1.368 -1.325 0.388  -0.485
5 C -1.090 -1.159 1.209  -0.541
6 C 0.398 -1.008 1.601  -0.953
7 O 1.507 2.095 -4.703  -0.477
8 P 1.312 2.165 -3.073  0.391
9 S -0.708 2.442 -2.779  -0.325
10 S 2.145 4.273 -2.786  -0.346
11 H -0.489 1.023 -1.390  -0.518
12 H -1.820 0.798 0.876  0.345
13 H -2.372 -0.302 -0.224  0.416
14 H 1.361 -2.244 -0.042  0.362
15 H 2.511 -1.111 0.697  0.227
16 H -1.795 -1.182 2.077  0.316
17 H -1.203 -2.232 0.814  0.271
18 H 0.577 -1.682 2.339  0.446
19 H 0.656 -0.070 1.927  0.413
20 H 1.233 2.890 -5.223  0.348
21 H 1.135 4.875 -2.119  0.155

Forces on atoms 1 to 3 (eV/Å):
C -1.098 -0.782 0.401
C -0.108 0.330 -1.479
C 4.801 -3.098 1.854

## Properties
Orbital gap (spin up / spin down) (eV): 5.4 / 8.2
E_tot (a.u.): -1448.03616
2S+1: 1
Relative energy (zero: lowest compared OMol25 entry of this formula, charge and spin) (kcal per mole): 43.69
LUMO level (spin up / spin down) (Ha): -0.0873 / -0.0144